Entry w
{"formula": "C11H17N4", "method": "the ωB97M-V functional and the def2-TZVPD basis", "elements": ["C", "C", "N", "N", "N", "H", "H", "H", "H", "H", "H", "H", "H", "C", "C", "C", "C", "C", "C", "C", "C", "C", "N", "H", "H", "H", "H", "H", "H", "H", "H", "H"], "xyz": [[0.87404, 2.32033, -1.06525], [1.85241, 1.97750, 1.26930], [2.01939, 2.09133, -0.07596], [0.80340, 2.56024, 1.89557], [2.60584, 1.15244, 2.15368], [2.76447, 1.44125, -0.49408], [0.10055, 2.99818, 1.38293], [0.50250, 2.08869, 2.80354], [3.34378, 0.55796, 1.80600], [2.84261, 1.57441, 3.10781], [1.28810, 1.72249, -2.00148], [0.91715, 3.38919, -1.33512], [0.00979, 1.88283, -0.73880], [-3.16128, -0.79605, -2.10076], [-0.34734, -0.85781, 0.39706], [-0.89634, -1.24353, -0.88453], [-2.16124, -0.55170, -1.01157], [-2.41430, 0.13014, 0.13246], [0.73936, -1.44131, 1.04142], [1.23369, -2.54904, 0.39822], [-0.40174, -2.41733, -1.44379], [0.64122, -3.10077, -0.76487], [-1.32565, 0.00222, 1.05070], [-1.32937, 0.07679, 2.14709], [0.88275, -1.29803, 2.06951], [-3.25700, 0.75874, 0.31960], [2.06214, -3.12550, 0.84282], [-1.03775, -2.85928, -2.14217], [-2.53813, -0.70965, -3.03737], [-3.94128, -0.08379, -2.23242], [1.04838, -3.95801, -1.27522], [-3.72013, -1.73293, -2.21434]], "lumo_ev": -3.02, "orbital_gap_ev": 7.78, "total_charge": 1, "e_homo_ha": -0.3968}

=====

Entry x
{"formula": "C11H17N4", "method": "the ωB97M-V functional and the def2-TZVPD basis", "elements": ["C", "C", "C", "C", "C", "C", "C", "C", "C", "N", "H", "H", "H", "H", "H", "H", "H", "H", "H", "C", "C", "N", "N", "N", "H", "H", "H", "H", "H", "H", "H", "H"], "xyz": [[-1.07417, 2.19470, 2.08718], [-0.37810, 1.21213, -1.47855], [-1.15538, 1.03974, -0.30955], [-0.61708, 1.89942, 0.68828], [0.35098, 2.65614, 0.09622], [-0.52726, 0.39679, -2.58696], [-1.52402, -0.55826, -2.60656], [-2.13202, 0.04005, -0.31337], [-2.31122, -0.72732, -1.45265], [0.52250, 2.20882, -1.20894], [1.02657, 2.73024, -1.90643], [0.18495, 0.41017, -3.40230], [1.12245, 3.30600, 0.46476], [-1.83824, -1.14381, -3.44600], [-2.62706, -0.26776, 0.60025], [-1.19063, 3.27376, 2.20303], [-0.37748, 1.94240, 2.89338], [-3.14887, -1.41304, -1.38606], [-1.98433, 1.72418, 2.41840], [0.63632, -0.70699, 1.95524], [1.75628, -1.92523, 0.16180], [1.51833, -0.78013, 0.79956], [1.18347, -3.04059, 0.59980], [2.20552, -1.90567, -1.09672], [2.14981, -0.03006, 0.71713], [1.01810, -3.17613, 1.58530], [0.93892, -3.86401, 0.07828], [2.58009, -1.01271, -1.37613], [2.42429, -2.74062, -1.60982], [1.00003, -1.29631, 2.79562], [-0.42454, -0.76279, 1.72241], [0.69180, 0.31691, 2.31339]], "lumo_ev": -2.84, "orbital_gap_ev": 7.93, "total_charge": 1, "e_homo_ha": -0.3955}

=====

The winner here is entry x, beating the second structure by 0.0571 hartree.